# C17H13BBrF2N7Sn

A molecular structure, C17H13BBrF2N7Sn in a non-equilibrium geometry (ωB97M-V with the def2-TZVPD basis set, the OMol25 dataset).

The geometry in XYZ format:
```
42
Properties=species:S:1:pos:R:3:lowdin_charge:R:1
Sn -0.75 0.07 0.36 1.117
N 1.66 -0.22 2.77 0.143
C 0.33 -0.19 3.30 -0.213
C 0.25 -0.62 4.63 -0.017
C -0.92 -0.46 5.35 -0.009
C -2.09 -0.11 4.58 -0.030
C -1.99 0.06 3.23 -0.125
N -0.81 0.03 2.57 -0.052
C 2.10 0.45 1.68 -0.286
C 3.49 0.71 1.55 0.003
C 3.93 1.52 0.52 -0.031
C 3.01 2.00 -0.49 -0.029
C 1.71 1.54 -0.41 -0.123
N 1.30 0.76 0.64 -0.045
H 2.37 -0.45 3.46 0.143
H 1.15 -1.01 5.13 0.124
H -1.00 -0.42 6.46 0.126
H -2.98 0.16 5.05 0.092
H -2.87 0.27 2.62 0.126
H 4.13 0.27 2.31 0.116
H 5.01 1.71 0.52 0.117
H 3.33 2.67 -1.34 0.129
H 0.87 1.78 -1.08 0.091
Br -0.91 -0.30 -7.71 0.755
C -0.79 -0.07 -5.84 -0.693
C -2.00 0.29 -5.21 -0.094
C -1.93 0.50 -3.82 -0.108
N -0.79 0.40 -3.11 0.052
C 0.31 0.05 -3.80 -0.135
C 0.38 -0.15 -5.16 -0.114
H -2.90 0.49 -5.72 0.088
H -2.84 0.62 -3.24 0.109
H 1.17 -0.01 -3.16 0.097
H 1.33 -0.29 -5.66 0.109
N -2.70 -5.20 -1.19 0.054
C -1.98 -4.71 -0.39 -0.434
N -1.03 -4.27 0.37 0.036
C -0.39 -3.18 0.32 -0.415
N 0.21 -2.12 0.24 -0.094
F -2.81 2.23 -0.95 0.123
B -1.84 2.05 -0.06 -0.821
F -1.71 3.14 0.69 0.114
```

Values from the calculation:
Multiplicity ... 1
Energy relative to the best compared isomer or geometry (same formula, charge and spin) ... 15.3 kcal/mol
Lowest unoccupied orbital energy ... -1.058 eV
Highest occupied orbital energy ... -5.74 eV


# C4H5BrClNS

2 unconnected molecules or ions with the total composition C4H5BrClNS in a non-equilibrium geometry (ωB97M-V with the def2-TZVPD basis set, the OMol25 dataset).

The geometry in XYZ format:
```
13
Properties=species:S:1:pos:R:3:lowdin_charge:R:1
N 0.04 -1.19 -1.56 0.201
C 0.52 -0.30 -0.89 -0.252
C 1.10 0.63 -0.19 -0.800
Br 2.44 0.22 1.12 0.695
C 1.05 2.05 -0.66 -0.606
Cl 0.36 2.94 0.75 0.523
H -0.81 -1.60 -1.38 -0.053
H 0.48 1.99 -1.60 0.090
H 2.02 2.54 -0.87 0.075
C -1.71 -1.84 1.41 -0.566
S -2.69 -1.54 0.18 0.631
H -1.71 -1.11 2.27 0.029
H -1.08 -2.79 1.43 0.032
```

Values from the calculation:
Multiplicity ... 1
SMILES ... N=C=C(Br)CCl.C=S
Energy relative to the best compared isomer or geometry (same formula, charge and spin) ... 45.2 kcal/mol
Lowest unoccupied orbital energy ... -0.827 eV
Highest occupied orbital energy ... -8.91 eV


# C21H23N5O2PdS2

A molecular structure, C21H23N5O2PdS2 in a non-equilibrium geometry (ωB97M-V with the def2-TZVPD basis set, the OMol25 dataset).

The geometry in XYZ format:
```
54
Properties=species:S:1:pos:R:3:lowdin_charge:R:1
Pd -0.40 -0.06 -0.96 0.767
C -1.54 4.04 -0.73 -0.012
C -1.49 2.54 -0.77 -0.251
N -0.33 1.89 -0.71 -0.146
N 0.86 2.43 -0.55 0.058
C 1.83 1.53 -0.57 -0.421
O 1.58 0.26 -0.57 -0.175
C 3.20 2.04 -0.59 -0.148
C 4.28 1.16 -0.61 -0.011
C 5.57 1.65 -0.71 -0.076
C 5.79 3.02 -0.79 -0.082
C 4.71 3.90 -0.77 -0.080
C 3.43 3.41 -0.66 -0.026
C -2.61 1.70 -0.90 -0.192
C -3.96 2.15 -0.91 -0.002
C -4.97 1.24 -0.94 -0.050
C -4.67 -0.14 -0.98 -0.030
C -3.35 -0.52 -1.03 -0.111
N -2.35 0.35 -1.01 -0.040
H -0.52 4.42 -0.73 0.068
H -2.06 4.40 0.15 0.086
H -2.05 4.43 -1.61 0.087
H 4.09 0.10 -0.56 0.119
H 6.41 0.97 -0.73 0.105
H 6.79 3.40 -0.86 0.101
H 4.88 4.97 -0.83 0.103
H 2.58 4.08 -0.65 0.101
H -4.15 3.21 -0.89 0.111
H -6.00 1.57 -0.93 0.110
H -5.46 -0.88 -0.99 0.108
H -3.07 -1.56 -1.10 0.107
C 0.28 -5.45 1.47 -0.039
C -0.18 -5.14 0.08 -0.349
C -0.69 -6.14 -0.75 -0.035
C -1.02 -5.76 -2.04 -0.150
N -0.91 -4.52 -2.46 0.030
C -0.45 -3.63 -1.59 -0.838
S -0.31 -2.01 -2.21 0.578
N -0.06 -3.89 -0.35 0.096
H 0.39 -6.52 1.60 0.071
H -0.45 -5.07 2.18 0.081
H 1.22 -4.95 1.66 0.078
H -0.80 -7.16 -0.41 0.096
H -1.37 -6.48 -2.78 0.103
C -1.25 1.42 3.30 -0.226
S -0.28 0.63 1.94 0.820
C 0.91 -0.21 3.05 -0.221
O -1.16 -0.46 1.45 -0.563
H -1.62 0.66 3.98 0.052
H -2.08 1.93 2.84 0.038
H -0.62 2.13 3.82 0.046
H 1.46 0.54 3.62 0.050
H 1.59 -0.76 2.41 0.049
H 0.38 -0.89 3.70 0.054
```

Values from the calculation:
Multiplicity ... 1
Lowest unoccupied orbital energy ... -1.101 eV
Highest occupied orbital energy ... -7.05 eV


# C3H5EuO3

A molecular structure, C3H5EuO3 in a non-equilibrium geometry (ωB97M-V with the def2-TZVPD basis set, the OMol25 dataset).

The geometry in XYZ format:
```
12
Properties=species:S:1:pos:R:3:lowdin_charge:R:1
H 0.82 -0.97 -1.13 0.117
C 1.24 -0.52 -0.21 -0.474
C 0.25 -0.72 0.88 -0.204
O -1.16 -0.72 0.42 -0.035
C -1.65 0.45 0.21 -0.393
O -2.86 0.36 -0.26 0.123
Eu 0.14 2.03 0.77 1.590
O 1.41 0.85 -0.58 -0.447
H 2.21 -0.83 0.21 0.120
H 2.31 -0.01 -1.60 0.390
H 0.45 -1.13 1.86 0.092
H -3.16 1.22 -0.58 0.121
```

Values from the calculation:
Multiplicity ... 8
Total charge ... +1
Energy relative to the best compared isomer or geometry (same formula, charge and spin) ... 133.5 kcal/mol
Lowest unoccupied orbital energy (spin up / spin down) ... -4.919 / -5.090 eV
Highest occupied orbital energy (spin up / spin down) ... -11.38 / -11.20 eV


no.,calculated total energy (eV)
1,-110254.917
2,-99116.389
3,-58844.950
4,-28649.879